(1)
Formula: C35H45F10NO30Si
Source: OMol25
Level of theory: ωB97M-V with the def2-TZVPD basis set

Structure (XYZ):
```
122
Properties=species:S:1:pos:R:3
C -1.19780 1.47934 0.66092
C -1.56708 2.49222 -0.45149
C -2.84702 3.28341 -0.06167
Si -4.25140 2.02664 0.06468
C -5.98780 2.78546 0.04529
C -6.91863 1.85068 0.85133
N -7.09886 0.53826 0.23515
H -1.48893 0.47229 0.38669
H -0.12108 1.52611 0.78650
H -1.64292 1.76662 1.60147
H -1.82120 1.90680 -1.33125
H -0.74400 3.17197 -0.64439
H -3.02760 4.03075 -0.83130
H -2.64927 3.74734 0.90293
H -4.12726 1.23425 1.31484
H -4.08977 1.05479 -1.04495
H -6.39211 2.80049 -0.96665
H -6.00828 3.78029 0.48314
H -7.90202 2.30837 0.92412
H -6.51434 1.76468 1.85797
H -6.38207 -0.12064 0.50482
H -7.13703 0.62439 -0.77052
C 3.05002 -0.87661 -1.56145
C 2.87272 -0.16144 -0.24649
O 1.94194 0.86365 -0.58176
C 1.18687 0.38443 -1.60614
O 0.15632 0.86113 -1.96037
O 1.75756 -0.70155 -2.16658
F 4.03544 0.41838 0.17041
H 3.80645 -0.41169 -2.18047
H 3.28424 -1.93009 -1.43959
H 2.46198 -0.76988 0.55636
C 6.64186 -3.87987 -2.48066
C 6.44571 -4.33880 -3.90559
O 5.28513 -3.61931 -4.29942
C 5.26562 -2.46998 -3.57499
O 4.58897 -1.52625 -3.82324
O 6.12150 -2.54065 -2.53094
F 6.18924 -5.66346 -3.98559
H 6.05963 -4.47339 -1.77719
H 7.68170 -3.88398 -2.16861
H 7.26783 -4.09245 -4.57969
C -8.12216 5.20226 -3.00965
C -8.23298 5.98109 -1.72469
O -9.08824 7.05646 -2.09241
C -9.88740 6.60116 -3.09728
O -10.87947 7.13430 -3.46351
O -9.39627 5.44738 -3.61569
F -7.03039 6.48408 -1.33533
H -7.33139 5.58940 -3.65451
H -7.96437 4.13905 -2.84796
H -8.67809 5.42188 -0.90009
C -5.65757 1.63133 5.13998
C -5.16897 0.46392 4.31960
O -5.20692 -0.60285 5.25089
C -6.19062 -0.31081 6.15372
O -6.66510 -1.08792 6.90699
O -6.55120 0.99515 6.05864
F -3.89229 0.63910 3.89858
H -4.84506 2.10756 5.69091
H -6.17547 2.38134 4.54689
H -5.79895 0.22018 3.46214
C 9.28210 -8.98314 -2.81385
C 9.81902 -7.66385 -3.29430
O 8.77971 -6.76131 -2.94827
C 8.14981 -7.29087 -1.85827
O 7.41206 -6.68570 -1.15361
O 8.48988 -8.58682 -1.68686
F 9.98664 -7.65253 -4.64290
H 8.64144 -9.46425 -3.55466
H 10.06740 -9.67182 -2.51999
H 10.74290 -7.35439 -2.81130
C -1.59098 -2.12361 3.47282
C -0.52000 -1.78981 4.47981
O 0.66979 -2.11363 3.77872
C 0.40193 -1.93772 2.46129
O 1.23408 -1.84992 1.61630
O -0.92106 -1.85687 2.23549
F -0.61194 -2.56841 5.58991
H -1.87478 -3.17622 3.51682
H -2.48007 -1.50789 3.57484
H -0.48813 -0.74550 4.77180
C 1.76775 3.54987 3.92645
C 2.70611 2.40854 3.61512
O 1.86818 1.27552 3.78490
C 0.59907 1.67557 3.50709
O -0.30518 0.93852 3.28846
O 0.50714 3.02390 3.49375
F 3.72916 2.34195 4.49820
H 1.72684 3.76101 4.99586
H 2.01356 4.46278 3.39089
H 3.10655 2.41240 2.59999
C 1.94517 2.89658 -5.06356
C 1.77841 3.60266 -3.74183
O 0.85425 4.62879 -4.05354
C 0.08516 4.16888 -5.08400
O -0.93936 4.65124 -5.42632
O 0.65701 3.08011 -5.65933
F 2.94281 4.16680 -3.32544
H 2.70655 3.37177 -5.68439
H 2.18085 1.84053 -4.95578
H 1.37066 2.97584 -2.94684
C 13.93584 -6.13555 -0.29369
C 14.88872 -7.24422 -0.67017
O 14.05603 -8.39257 -0.61143
C 12.79162 -7.98179 -0.88655
O 11.89356 -8.70266 -1.17396
O 12.69016 -6.63436 -0.79782
F 15.89097 -7.37516 0.22715
H 13.86695 -6.00886 0.78717
H 14.18794 -5.18214 -0.74983
H 15.31298 -7.15720 -1.67178
C -11.92311 3.70942 1.96303
C -10.83953 3.99757 2.97300
O -9.66463 3.60939 2.27342
C -9.91764 3.78159 0.95131
O -9.08188 3.80130 0.10367
O -11.23757 3.93489 0.72432
F -10.96589 3.23832 4.08373
H -12.25771 2.67265 2.01082
H -12.78237 4.36726 2.05865
H -10.75632 5.04624 3.26271
```

highest occupied orbital energy	-0.3310	Ha
HOMO-LUMO gap	9.1	eV
E_LUMO	0.09	eV
strongest force on any atom	1.427	eV Å⁻¹
DFT total energy	-4960.9137	a.u.

Mulliken population analysis, charges in e, atoms 1 to 2: number 1, C, carries -0.537; number 2, C, carries -0.609

(2)
Formula: C35H45F6InN11O7PS2
Source: OMol25
Level of theory: ωB97M-V with the def2-TZVPD basis set

Structure (XYZ):
```
108
Properties=species:S:1:pos:R:3
In -0.07251 -0.09079 -0.18597
C -1.37130 2.81027 4.62575
C -0.32993 3.29836 3.85511
C 0.28707 2.48225 2.91503
C -0.12915 1.16975 2.72368
C -1.17067 0.68434 3.51409
C -1.78544 1.49638 4.45129
N 0.57426 0.35171 1.77135
C 1.39654 -0.61605 2.31081
C 1.60410 -0.81557 3.69918
C 2.43824 -1.80476 4.15800
C 3.13356 -2.66042 3.29312
C 3.01279 -2.45756 1.94380
C 2.19691 -1.42819 1.46068
N 2.11419 -1.12259 0.10153
N 2.95785 -1.64548 -0.65004
C 2.87838 -1.29912 -2.01905
C 3.23508 -2.30221 -2.91989
C 3.20638 -2.00387 -4.26852
C 2.86136 -0.71721 -4.66167
C 2.55023 0.21131 -3.68037
N 2.54945 -0.06456 -2.37819
H -1.85786 3.44502 5.35550
H 0.01542 4.31712 3.99108
H 1.10808 2.86486 2.32416
H -1.48441 -0.34100 3.39559
H -2.60757 1.10214 5.03410
H 1.08725 -0.19304 4.41114
H 2.54473 -1.93454 5.22851
H 3.74971 -3.45731 3.68583
H 3.53382 -3.07197 1.22413
H 3.50860 -3.27817 -2.54445
H 3.46402 -2.75723 -5.00231
H 2.84482 -0.42986 -5.70443
H 2.28402 1.22641 -3.95112
F -6.67023 -0.43633 1.55828
C -5.59055 0.06992 0.96847
F -5.37171 -0.61164 -0.16166
F -5.85295 1.34820 0.63727
S -4.11989 0.01100 2.08633
O -3.10541 0.74818 1.37901
O -4.64504 0.51423 3.31494
N -3.82175 -1.53540 2.17843
S -2.65046 -2.14075 1.29641
O -1.34211 -1.93860 1.85740
O -2.74698 -1.89938 -0.12313
C -3.06286 -3.92727 1.54236
F -2.33996 -4.64935 0.68464
F -2.76566 -4.31238 2.78075
F -4.35184 -4.15894 1.31064
C -4.77879 0.59138 -3.15211
C -3.80308 1.73558 -2.84387
C -4.53530 2.92360 -2.20970
C -3.08113 2.17040 -4.13130
C -2.78215 1.25275 -1.89318
N -1.92518 0.90047 -1.22347
H -5.42365 0.90208 -3.97520
H -5.39894 0.35601 -2.29253
H -4.24622 -0.31291 -3.44947
H -5.27342 3.29721 -2.92184
H -3.83945 3.73212 -1.98098
H -5.04882 2.63294 -1.29447
H -3.82557 2.27492 -4.92187
H -2.33011 1.44299 -4.43501
H -2.59185 3.13477 -3.99650
C -0.64022 -1.79221 -5.52081
N -0.45804 -2.11459 -4.11403
C -0.43528 -3.42407 -3.71225
C -0.26138 -3.77397 -2.43251
C -0.10056 -2.72340 -1.44591
O 0.09627 -2.92740 -0.25376
N -0.17528 -1.41579 -1.88799
C -0.33993 -1.07108 -3.19364
O -0.36977 0.09164 -3.58974
H -0.10685 -2.52266 -6.12741
H -0.23621 -0.80278 -5.70634
H -1.69693 -1.79950 -5.79598
H -0.56351 -4.14944 -4.50509
H -0.24119 -4.80233 -2.10928
C 0.33542 3.36926 -3.25165
N 1.49165 3.66331 -2.41651
C 2.00609 5.01331 -2.60276
P 1.59390 3.03245 -0.88112
O 0.60319 1.91788 -0.73856
N 3.18057 2.71386 -0.62940
C 4.21675 2.70217 -1.64847
C 3.55353 1.99887 0.59076
N 1.21151 4.16682 0.25660
C -0.19612 4.53224 0.40308
C 2.13589 5.16046 0.77138
H -0.49006 4.06230 -3.03997
H -0.00459 2.34934 -3.09759
H 0.61593 3.48756 -4.30230
H 1.26570 5.77518 -2.32848
H 2.27400 5.15926 -3.65127
H 2.90374 5.17608 -2.00501
H 3.84120 3.09107 -2.59015
H 4.57071 1.68275 -1.81323
H 5.06369 3.31482 -1.32387
H 2.67632 1.77163 1.19473
H 4.26271 2.58164 1.18604
H 4.01738 1.04646 0.32166
H -0.83337 3.66487 0.24466
H -0.47669 5.33073 -0.29518
H -0.36900 4.88488 1.42002
H 3.16357 4.86709 0.56677
H 2.01024 5.24897 1.85428
H 1.95534 6.14631 0.32793
```

highest occupied orbital energy	-0.2727	Ha
HOMO-LUMO gap	6.8	eV
E_LUMO	-0.67	eV
strongest force on any atom	0.709	eV Å⁻¹
DFT total energy	-4416.9026	a.u.

Mulliken population analysis, charges in e, atoms 1 to 2: number 1, In, carries 3.207; number 2, C, carries -1.055